1.
17
Properties=species:S:1:pos:R:3:forces:R:3 method="wB97M-V/def2-TZVPD" smiles="C=C(CBr)P(C)C" spin_multiplicity=1 de_lowest_kj_mol=0.0 charge=0 homo_lumo_gap_ev=9.4 e_lumo_ha=0.0256
C 0.845567 1.443965 1.708465 0.02 0.13 0.17
C 0.150864 0.537288 1.048288 0.85 -1.68 -1.90
C -0.121908 -1.963607 -0.607877 0.27 0.20 0.17
C 0.929464 0.359103 -1.794850 0.13 -0.20 0.09
C -1.310594 0.356214 1.224624 -0.21 0.17 0.14
P 1.141057 -0.657539 -0.266580 -1.09 1.38 1.33
Br -2.334498 1.121151 -0.286645 0.11 -0.11 0.18
H 1.908855 1.551738 1.580338 0.26 -0.04 -0.03
H 0.374980 2.123381 2.407505 -0.11 0.07 0.06
H 0.292551 -2.598929 -1.389831 0.01 -0.07 -0.03
H -1.070448 -1.563362 -0.956782 -0.12 0.04 0.03
H -0.263509 -2.578481 0.280954 -0.05 -0.03 -0.03
H 1.527752 -0.100714 -2.583366 0.00 0.01 -0.03
H 1.321502 1.358064 -1.612875 -0.02 0.04 -0.02
H -0.107078 0.417976 -2.117038 -0.03 0.08 0.00
H -1.678079 0.884418 2.106993 0.01 -0.12 -0.12
H -1.606477 -0.690665 1.258677 -0.02 0.12 0.01

2.
22
Properties=species:S:1:pos:R:3:forces:R:3 method="wB97M-V/def2-TZVPD" spin_multiplicity=1 de_lowest_kj_mol=39.8 charge=0 homo_lumo_gap_ev=9.2 e_lumo_ha=0.0191
C 1.818803 -0.376845 -1.196401 4.05 1.30 3.18
C 1.385479 1.113639 -1.254773 -0.04 -0.86 0.14
C -0.103025 -0.134919 0.011645 -1.85 1.26 1.82
C 0.709552 -2.404668 -0.189713 0.79 -0.03 -1.67
C -0.442514 2.281674 0.122875 -0.36 0.31 -2.03
N 0.742295 -0.964394 -0.498474 -0.47 -2.86 -1.45
N 0.223613 1.102511 -0.356974 0.54 -0.15 -1.33
Si -2.428154 -0.413144 1.619498 0.16 0.04 -0.50
Cl -1.685750 1.160223 2.668139 0.28 0.00 0.69
Cl -1.588032 -2.179009 2.199947 0.02 -0.05 -0.22
Cl -4.230880 -0.533701 2.593825 -0.56 -0.21 -0.08
Cl -3.017982 -0.012636 -0.329669 -0.28 -0.27 0.49
H 2.201922 -0.721795 -2.130797 -0.55 -0.74 -0.77
H 2.756987 -0.615386 -0.416221 -1.63 1.08 -1.99
H 2.048602 1.881364 -0.931521 1.08 0.22 0.52
H 1.223815 1.348733 -2.297692 -0.92 0.21 -0.37
H 1.574973 -2.945413 -0.740834 -1.65 0.92 0.77
H 0.882688 -2.460298 0.854699 0.10 -0.61 1.00
H -0.291888 -2.816123 -0.446701 0.91 0.11 0.12
H 0.210475 2.802663 0.771781 0.54 0.62 1.10
H -0.712696 3.049025 -0.689274 0.08 -1.44 0.84
H -1.278283 1.838496 0.636634 -0.24 1.16 -0.24

3.
17
Properties=species:S:1:pos:R:3:forces:R:3 method="wB97M-V/def2-TZVPD" spin_multiplicity=1 de_lowest_kj_mol=356.9 charge=0 homo_lumo_gap_ev=9.0 e_lumo_ha=0.0294
C -1.134274 0.157782 -0.009108 0.54 1.12 0.18
C 1.945848 -0.416721 1.551098 -0.86 -1.97 2.93
C 1.275322 -1.798185 -0.299657 4.71 -0.08 -2.39
C -3.266664 0.509416 -1.317584 -0.10 1.98 1.01
C 2.223592 -1.042646 0.302012 -1.52 -1.04 -2.11
N -2.198685 -0.225644 -0.629225 -0.84 -0.99 -0.26
Cl 3.765997 -0.543022 -0.275596 0.57 -0.60 -0.96
H -0.986882 1.279102 -0.136026 -0.49 -0.78 -0.04
H 1.864933 -1.283544 2.271919 -0.04 0.94 -0.25
H 2.744036 0.155735 1.923093 0.62 1.22 0.37
H 0.971595 0.014943 1.530072 -0.64 0.81 0.15
H -2.382842 -1.233264 -0.584577 0.00 0.44 0.01
H 0.343349 -1.825459 0.123786 -1.99 -0.33 0.98
H 1.531389 -2.356696 -1.253254 -0.60 0.86 1.23
H -3.591947 0.056399 -2.245291 0.36 -0.04 -0.28
H -2.904238 1.572963 -1.418190 -0.32 -1.16 -0.38
H -4.173041 0.606268 -0.677728 0.60 -0.37 -0.19

4.
17
Properties=species:S:1:pos:R:3:forces:R:3 method="wB97M-V/def2-TZVPD" smiles=C[C@]1(N)CC[C@H]1Cl spin_multiplicity=1 de_lowest_kj_mol=77.8 charge=0 homo_lumo_gap_ev=10.1 e_lumo_ha=0.0347
C 1.199057 -0.331423 -1.864477 -0.21 -1.67 -3.00
C 0.333813 -0.567426 -0.649007 0.16 0.14 1.65
C -1.159611 -0.824285 -0.863864 -0.93 -0.72 -2.59
C -1.580532 0.579739 -0.434759 -0.60 0.73 0.30
C -0.114469 0.806223 -0.064775 1.09 2.07 2.19
H 1.190081 -1.328431 -2.473742 0.09 1.64 0.95
H 0.839836 0.447486 -2.609900 -0.02 -0.79 1.19
H 2.262640 -0.097609 -1.727383 -0.31 -0.03 0.67
H 0.428668 -1.805581 1.078812 0.21 0.47 -0.32
H 1.933249 -1.511678 0.329471 -0.74 0.10 0.19
H -1.388106 -1.046761 -1.933579 0.06 0.07 0.64
H -1.601393 -1.635168 -0.303352 0.19 -0.18 0.42
H -1.915076 1.267868 -1.241237 0.19 -0.58 0.38
H -2.350633 0.634394 0.391402 1.13 0.00 -0.80
H 0.447491 1.731616 -0.379995 -0.83 -1.03 -0.07
N 0.917908 -1.582215 0.216474 0.64 0.03 -0.77
Cl 0.097549 0.967200 1.800911 -0.12 -0.27 -1.02